C3H7O2S2 | wB97M-V/def2-TZVPD

As for the spin multiplicity: 2. The LUMO energy (alpha / beta) is 0.763 / -4.080 eV. The value obtained for the max |F| is 3.6 eV Å⁻¹. Its HOMO-LUMO gap (alpha / beta) is 0.346 / 0.163 hartree. The highest occupied orbital energy (alpha / beta) comes out at -8.65 / -8.50 eV.

Element x y z (Å)
S  -0.691  1.778  1.479
S  -2.159  0.997  0.297
O  1.547  -0.207  -0.707
O  0.352  -2.061  -0.585
C  -1.201  0.620  -1.203
C  0.291  0.302  1.869
C  1.342  -1.429  -0.973
H  2.108  -1.927  -1.596
H  -1.478  1.317  -1.992
H  -0.250  -0.223  2.650
H  -1.380  -0.409  -1.512
H  1.237  0.678  2.262
H  0.438  -0.200  0.898
H  -0.157  0.765  -0.889

natural (NBO) population analysis, charges in e, atoms 1 to 4:
1. S 0.11
2. S 0.10
3. O -0.24
4. O -0.59



C24H31O6P | wB97M-V/def2-TZVPD

The LUMO energy is -0.606 eV. The value obtained for the max |F| is 9.2 eV Å⁻¹. Its HOMO-LUMO gap is 0.314 hartree. The highest occupied orbital energy comes out at -9.14 eV. As for the SMILES: CC[C@@H](C)O[P@](=O)(O)OCC(=O)O.c1ccccc1.c1ccccc1.c1ccccc1.

Element x y z (Å)
P  -2.747  5.207  -1.498
O  0.769  3.571  1.059
O  2.059  3.856  -1.047
O  -1.172  4.467  -1.489
O  -3.122  6.010  -0.189
O  -3.910  3.868  -1.589
O  -3.083  6.221  -2.873
C  5.215  -5.100  3.245
C  4.604  -0.499  1.474
C  3.225  1.153  0.376
C  5.379  -0.619  0.322
C  1.009  4.188  -0.287
C  4.915  -4.332  2.119
C  6.294  -5.984  3.218
C  -3.960  -2.170  -2.205
C  -5.152  -2.411  -2.888
C  5.082  0.153  -0.802
C  -6.027  -3.398  -2.435
C  -5.708  -4.147  -1.302
C  3.525  0.385  1.501
C  -0.175  5.269  -0.764
C  -4.568  3.484  1.519
C  7.069  -6.104  2.065
C  -3.407  2.696  -0.852
C  -4.600  1.531  -0.985
C  -3.202  2.933  0.762
C  6.772  -5.332  0.941
C  -4.518  -3.902  -0.617
C  5.696  -4.445  0.970
C  -3.645  -2.912  -1.068
C  4.006  1.039  -0.774
H  7.380  -5.421  0.045
H  6.530  -6.580  4.096
H  -4.898  4.563  1.169
H  4.073  -3.645  2.139
H  -2.546  7.066  -2.874
H  -5.479  2.717  1.436
H  6.215  -1.313  0.299
H  -6.957  -3.585  -2.965
H  2.383  1.839  0.396
H  -2.255  3.601  1.032
H  2.919  0.475  2.399
H  -2.719  -2.720  -0.532
H  -6.387  -4.920  -0.953
H  -4.290  3.544  2.676
H  -2.951  1.860  1.218
H  5.689  0.063  -1.699
H  7.906  -6.797  2.042
H  5.466  -3.842  0.095
H  4.609  -5.009  4.142
H  -5.400  -1.829  -3.772
H  0.387  6.062  -1.440
H  -2.449  2.193  -1.352
H  -4.204  0.611  -0.371
H  0.095  2.809  0.964
H  -4.615  1.210  -2.112
H  -3.276  -1.403  -2.560
H  -0.557  5.765  0.225
H  4.839  -1.096  2.352
H  3.775  1.642  -1.649
H  -5.636  1.943  -0.624
H  -4.271  -4.483  0.268

natural (NBO) population analysis, charges in e, atoms 1 to 4:
1. P 2.38
2. O -0.75
3. O -0.52
4. O -0.77



C42H41Cl2N4O4STeTi | wB97M-V/def2-TZVPD

Its charge is +3. The LUMO energy is -8.299 eV. The value obtained for the max |F| is 0.7 eV Å⁻¹. Its HOMO-LUMO gap is 0.242 hartree. The highest occupied orbital energy comes out at -14.89 eV.

Element x y z (Å)
Te  -0.655  0.330  2.680
Ti  0.967  -0.393  -1.618
Cl  -0.825  1.768  -4.092
Cl  0.706  -3.274  -5.438
S  1.370  -0.629  -3.901
O  0.012  -0.098  0.137
O  -0.876  -0.736  -1.960
O  0.706  0.410  1.306
O  1.553  1.399  -1.817
N  2.722  -0.559  -0.347
N  -0.507  4.383  -2.022
N  -2.685  1.041  -1.341
N  1.133  -2.563  -1.640
C  0.533  3.118  5.709
C  -1.252  -2.995  -1.362
C  2.019  2.245  -0.930
C  0.488  1.400  4.042
C  -0.173  2.390  4.762
C  -1.514  -2.073  -6.333
C  -2.216  0.132  -5.700
C  -2.428  -1.037  -6.413
C  1.943  4.456  0.060
C  3.379  -3.001  -0.683
C  2.534  1.873  5.182
C  2.951  1.853  0.034
C  3.311  0.454  0.185
C  -3.459  0.027  -1.126
C  -1.426  -3.601  4.194
C  -3.529  -3.685  -0.767
C  1.524  3.554  -0.922
C  0.858  -2.221  3.369
C  2.896  4.094  1.005
C  0.682  3.895  -2.061
C  -0.388  -1.939  -5.537
C  -3.021  -1.338  -1.187
C  1.840  1.130  4.242
C  3.393  5.072  2.035
C  -3.918  -2.362  -0.831
C  1.880  2.859  5.916
C  -1.862  3.125  -0.362
C  0.146  -3.371  -1.581
C  -0.128  -0.768  -4.810
C  -0.176  -4.198  4.268
C  3.013  -1.870  0.267
C  -1.081  0.244  -4.919
C  -1.685  -1.667  -1.508
C  -4.497  -4.788  -0.432
C  -2.966  2.468  -1.220
C  -1.373  4.500  -0.827
C  0.963  -3.514  3.852
C  -0.401  -1.633  3.299
C  -1.548  -2.309  3.701
C  2.480  -3.084  -1.915
C  -2.184  -3.970  -1.026
C  3.392  2.791  0.965
H  -1.745  0.791  -1.655
H  4.415  -2.919  -1.008
H  -2.527  -1.846  3.644
H  -1.227  2.595  4.605
H  2.881  6.029  1.958
H  -0.933  4.607  -2.917
H  1.742  -1.683  3.055
H  -0.084  -5.203  4.659
H  -2.307  -4.136  4.524
H  4.096  0.259  0.918
H  1.574  5.476  0.048
H  -3.949  2.603  -0.771
H  2.425  -4.103  -2.298
H  3.238  4.686  3.044
H  -1.850  -5.001  -0.958
H  0.336  -4.438  -1.709
H  2.096  -2.141  0.797
H  -4.486  0.232  -0.832
H  -2.221  3.240  0.661
H  3.801  -1.755  1.014
H  3.582  1.673  5.359
H  2.427  3.422  6.661
H  -0.998  2.453  -0.309
H  4.461  5.256  1.912
H  2.346  0.354  3.684
H  2.886  -2.471  -2.718
H  -3.303  -1.135  -7.041
H  -0.811  4.984  -0.034
H  -2.909  0.959  -5.764
H  -2.196  5.159  -1.096
H  1.933  -3.988  3.922
H  0.028  3.881  6.286
H  -2.999  2.883  -2.229
H  -4.136  -5.389  0.404
H  3.303  -3.923  -0.103
H  -1.665  -2.990  -6.885
H  4.128  2.491  1.704
H  -4.947  -2.100  -0.606
H  -5.475  -4.392  -0.167
H  -4.628  -5.457  -1.283
H  1.076  3.702  -3.057

Löwdin population analysis, charges in e, atoms 1 to 4:
1. Te 1.96
2. Ti 0.94
3. Cl 0.75
4. Cl 0.72



C2H6N4 | wB97M-V/def2-TZVPD

The LUMO energy is 0.810 eV. The value obtained for the max |F| is 3.3 eV Å⁻¹. Its HOMO-LUMO gap is 0.357 hartree. The highest occupied orbital energy comes out at -8.92 eV. As for the SMILES: N#CNCNN.

Element x y z (Å)
N  -2.769  -1.913  -1.077
N  1.170  0.854  1.277
N  -1.160  -0.170  -0.275
N  1.024  0.758  -0.153
C  0.228  -0.468  -0.622
C  -1.966  -1.167  -0.700
H  1.080  1.815  1.619
H  0.485  1.544  -0.530
H  0.619  -1.352  -0.107
H  -1.186  0.087  0.716
H  0.368  -0.543  -1.704
H  2.110  0.554  1.557

natural (NBO) population analysis, charges in e, atoms 1 to 4:
1. N -0.37
2. N -0.71
3. N -0.67
4. N -0.48



C12H11IMnN2O3 | wB97M-V/def2-TZVPD

As for the spin multiplicity: 5. Its charge is +1. The LUMO energy (alpha / beta) is -4.771 / -3.271 eV. The value obtained for the max |F| is 0.5 eV Å⁻¹. Its HOMO-LUMO gap (alpha / beta) is 0.246 / 0.308 hartree. The highest occupied orbital energy (alpha / beta) comes out at -11.46 / -11.66 eV.

Element x y z (Å)
I  -0.063  0.301  3.017
Mn  -0.484  -1.189  0.830
O  -1.098  -2.864  1.821
O  0.628  -2.904  0.479
O  -2.153  -1.056  -0.253
N  -2.524  -2.961  -1.428
N  -4.265  -1.606  -0.758
C  -2.954  -1.864  -0.791
C  1.158  1.349  0.521
C  2.371  3.622  1.661
C  -0.143  -3.507  1.282
C  2.050  1.965  -1.662
C  2.514  3.373  0.329
C  1.050  1.659  1.892
C  1.617  2.742  2.479
C  1.915  2.238  -0.277
C  1.462  0.872  -2.224
C  0.698  -0.014  -1.423
C  0.557  0.223  -0.090
H  -4.947  -2.190  -1.207
H  -4.572  -0.779  -0.278
H  3.092  4.046  -0.291
H  2.834  4.491  2.109
H  0.000  -4.568  1.500
H  -1.537  -3.139  -1.482
H  0.238  -0.875  -1.895
H  1.508  2.942  3.536
H  -3.153  -3.623  -1.845
H  1.571  0.673  -3.282
H  2.633  2.645  -2.270

natural (NBO) population analysis, charges in e, atoms 1 to 4:
1. I 0.34
2. Mn 1.46
3. O -0.74
4. O -0.72



C26H32Cl4CuN6O6Sn | wB97M-V/def2-TZVPD

As for the spin multiplicity: 2. Its charge is -2. The LUMO energy (alpha / beta) is 0.785 / 0.781 eV. The value obtained for the max |F| is 6.2 eV Å⁻¹. Its HOMO-LUMO gap (alpha / beta) is 0.102 / 0.101 hartree. The highest occupied orbital energy (alpha / beta) comes out at -1.99 / -1.96 eV.

Element x y z (Å)
Sn  -4.215  -2.270  -0.256
Cu  -1.296  -0.166  2.836
Cl  -1.064  0.536  0.375
Cl  -4.205  -0.183  2.610
Cl  -1.313  -2.735  2.063
Cl  1.254  0.667  3.677
O  -1.692  -1.901  7.019
O  -1.904  1.946  3.698
O  -1.711  -0.971  4.890
O  -3.155  3.796  3.342
O  -0.971  3.881  3.507
O  -3.076  -0.271  6.411
N  -0.878  -2.077  -1.737
N  3.516  2.446  0.762
N  3.123  -4.816  -0.069
N  4.240  -1.300  0.906
N  -0.836  2.951  -2.251
N  -6.014  0.974  -1.026
C  -1.132  -3.433  -1.522
C  -1.833  -2.850  -3.429
C  2.338  4.361  0.684
C  2.283  3.015  0.882
C  -1.248  4.389  -3.894
C  -5.012  0.736  -2.985
C  -6.206  0.572  -2.316
C  3.184  -6.365  1.431
C  3.469  -0.285  -0.970
C  -2.218  -1.030  6.054
C  0.352  3.554  -2.628
C  4.425  3.457  0.607
C  3.725  4.653  0.511
C  -1.995  3.179  3.389
C  -1.824  3.535  -2.967
C  -4.018  0.956  -1.990
C  3.117  -0.759  0.293
C  -1.341  -1.633  -2.910
C  0.194  4.405  -3.654
C  -4.707  1.196  -0.746
C  5.260  -1.248  0.015
C  -1.613  -3.954  -2.668
C  2.302  -4.401  0.935
C  4.813  -0.560  -1.120
C  3.671  -5.973  0.188
C  2.376  -5.356  1.927
H  3.196  -4.352  -0.964
H  0.986  4.961  -4.133
H  1.432  2.351  0.927
H  -1.961  -4.944  -2.922
H  -2.871  4.713  3.372
H  4.373  5.510  0.401
H  3.307  -7.325  1.909
H  -2.959  0.953  -2.201
H  -1.704  5.006  -4.654
H  -6.721  1.172  -0.333
H  5.490  3.295  0.527
H  -4.413  1.678  0.175
H  4.403  -6.412  -0.474
H  -2.383  -2.867  -4.359
H  -0.512  -1.457  -1.029
H  -7.190  0.374  -2.712
H  -2.860  3.293  -2.781
H  2.305  -0.452  0.935
H  2.741  0.224  -1.584
H  -4.853  0.569  -4.040
H  4.474  -1.642  1.828
H  5.343  -0.208  -1.992
H  -0.751  -3.920  -0.636
H  -0.919  -2.170  6.518
H  6.263  -1.521  0.307
H  1.491  5.030  0.663
H  -1.400  -0.613  -3.260
H  -0.891  2.240  -1.535
H  1.180  3.212  -2.025
H  3.740  1.467  0.652
H  1.729  -5.354  2.792
H  1.772  -3.477  0.756

Löwdin population analysis, charges in e, atoms 1 to 4:
1. Sn 1.09
2. Cu 0.14
3. Cl -0.09
4. Cl -0.18